No. 1
Entry from the OMol25 dataset: a structure of composition C40H36AlIN3O2P2STe (wB97M-V/def2-TZVPD).

Results
Energy above the lowest of the compared OMol25 structures with the same formula, charge and spin   0.0 kcal/mol
E_HOMO   -0.3623 hartree
Spin multiplicity   1
Total energy   -102031.346 eV
Total charge   +1

```
87
Properties=species:S:1:pos:R:3:forces:R:3:mulliken_charge:R:1
Al 1.487967 -0.125080 0.576507 0.1 0.0 -0.2 0.40
Te -2.481076 2.688542 0.212678 -0.3 -0.1 -0.1 0.24
C -4.205107 1.858609 -0.704020 0.0 -0.1 0.0 0.14
C -5.107664 1.100658 0.031500 0.0 0.0 0.0 -0.28
C -6.130983 0.443709 -0.638724 0.0 0.0 0.1 -0.37
N -6.305297 0.499484 -1.954325 -0.1 0.0 -0.1 -0.62
C -5.454314 1.246391 -2.648010 0.0 0.1 -0.1 -0.42
C -4.395362 1.940502 -2.077169 0.0 0.0 0.0 -0.21
C -1.362670 0.959767 0.115075 0.8 0.4 0.3 -0.72
P -0.173432 0.589365 -1.100067 -0.1 -0.3 0.0 0.62
C -0.113761 1.839713 -2.412792 0.0 0.1 0.1 0.26
C -0.580002 1.599257 -3.704047 0.0 0.0 0.0 -0.69
C -0.613448 2.630914 -4.633237 0.0 0.0 0.0 -1.00
C -0.173572 3.898914 -4.285283 0.0 0.0 0.0 -0.60
C 0.315605 4.140664 -3.007288 0.0 0.0 0.0 -0.86
C 0.341493 3.116414 -2.075164 0.0 0.0 0.0 0.18
C -0.607075 -0.961935 -1.943339 -0.1 0.2 -0.2 0.87
C 0.339193 -1.957603 -2.143504 0.1 -0.1 0.0 -0.58
C -0.023778 -3.156318 -2.745832 0.0 0.0 0.0 -0.79
C -1.332294 -3.354117 -3.156387 0.0 0.0 0.0 -0.85
C -2.285946 -2.363151 -2.950767 0.0 0.0 0.0 -0.56
C -1.928135 -1.175665 -2.338560 0.0 0.0 0.1 0.04
P -0.797690 0.035881 1.493818 -0.1 -0.4 -0.2 1.20
C -1.259103 0.806811 3.056463 0.0 0.1 0.0 0.64
C -0.562861 1.945890 3.458342 0.1 0.0 0.0 -0.50
C -0.956167 2.639936 4.589380 0.0 0.0 0.0 -0.78
C -2.048631 2.198089 5.324561 0.0 0.0 0.0 -0.55
C -2.734742 1.057821 4.936529 0.0 0.0 0.0 -0.75
C -2.342231 0.358078 3.805065 0.0 0.0 0.0 -0.36
C -1.589935 -1.600966 1.511967 -0.1 0.1 0.1 0.20
C -0.956154 -2.690706 2.101707 0.0 0.0 0.1 -0.67
C -1.565271 -3.936241 2.098517 0.0 0.0 0.0 -0.70
C -2.810619 -4.097586 1.507616 0.0 0.0 0.0 -0.77
C -3.448717 -3.012918 0.922132 0.0 0.0 0.0 -0.50
C -2.838878 -1.768926 0.920966 0.0 0.0 0.0 0.27
H -5.017592 1.011415 1.106594 0.0 0.0 0.0 0.45
H -6.844065 -0.159454 -0.087001 0.0 0.0 0.0 0.41
H -5.619801 1.290038 -3.719142 0.0 0.0 0.0 0.39
H -3.730170 2.524691 -2.700350 0.0 0.0 0.0 0.42
H -0.924037 0.613926 -3.983314 0.0 -0.1 0.0 0.41
H -0.988198 2.440729 -5.630165 0.0 0.0 0.0 0.46
H -0.212201 4.701565 -5.009293 0.0 0.0 0.0 0.45
H 0.660455 5.128305 -2.732701 0.0 0.0 0.0 0.44
H 0.703040 3.313922 -1.070994 0.0 0.0 0.0 0.51
H 1.371881 -1.815279 -1.832000 0.0 0.0 0.0 0.20
H 0.715419 -3.933210 -2.886651 0.0 0.0 0.0 0.46
H -1.615507 -4.284591 -3.629831 0.0 0.0 0.0 0.41
H -3.312072 -2.525719 -3.253201 0.0 0.0 0.0 0.51
H -2.679043 -0.419594 -2.133310 0.0 0.0 0.0 0.30
H 0.294198 2.287223 2.887258 0.0 0.0 0.0 0.43
H -0.414923 3.524625 4.896192 0.0 0.0 0.0 0.44
H -2.362530 2.743306 6.204313 0.0 0.0 0.0 0.41
H -3.578738 0.709133 5.516173 0.0 0.0 0.0 0.44
H -2.878073 -0.534832 3.509179 0.0 0.0 0.0 0.40
H 0.017319 -2.574179 2.564914 0.0 0.0 0.0 0.41
H -1.067739 -4.781233 2.555034 0.0 0.0 0.0 0.45
H -3.282433 -5.071121 1.497680 0.0 0.0 0.0 0.39
H -4.420554 -3.137078 0.462718 0.0 0.0 0.0 0.51
H -3.320803 -0.922119 0.446313 0.0 0.0 0.0 -0.02
I 5.714958 -2.712424 7.514684 0.0 0.0 0.0 0.15
C 4.711560 -2.077528 5.811079 0.0 0.0 -0.1 -0.02
C 4.388173 -0.731065 5.668659 0.0 -0.1 0.0 -0.61
C 3.723617 -0.309020 4.532654 0.0 -0.1 0.0 -0.44
C 3.378623 -1.236109 3.550625 0.1 0.0 0.1 -0.03
C 3.700538 -2.583263 3.698915 0.0 0.0 0.0 -0.40
C 4.372450 -3.004543 4.830462 0.0 0.0 0.0 -0.62
C 2.668332 -0.790598 2.361642 -0.1 0.0 0.0 1.20
O 2.200691 -1.611257 1.493674 0.0 -0.1 0.1 -0.44
O 2.445552 0.445337 2.109305 -0.1 0.1 0.0 -0.51
H 4.653593 -0.022768 6.440058 0.0 0.0 0.0 0.40
H 3.466190 0.732521 4.401411 0.0 0.0 0.0 0.52
H 3.425794 -3.289883 2.928349 0.0 0.0 0.0 0.49
H 4.631748 -4.046348 4.954479 0.0 0.0 0.0 0.40
C 5.880289 0.977971 -3.661288 0.0 0.0 -0.1 -0.99
N 5.183368 0.279930 -2.586851 0.0 -0.1 0.0 -0.22
C 3.947270 0.454398 -2.119839 0.0 -0.1 0.0 0.94
S 3.640533 -0.299904 -0.599346 -0.1 -0.1 0.1 -0.54
N 3.013874 1.126827 -2.770633 -0.1 0.1 0.0 0.08
C 3.004985 1.612990 -4.146476 0.0 0.0 0.0 -0.74
H 6.924764 0.686102 -3.601270 0.0 0.0 0.0 0.37
H 5.824704 2.057690 -3.530603 0.0 0.0 0.0 0.32
H 5.504961 0.698647 -4.643461 0.0 0.0 0.0 0.31
H 5.756411 -0.283565 -1.979673 0.0 0.0 0.0 0.29
H 2.122804 1.175033 -2.301048 0.0 0.0 0.0 -0.32
H 3.752126 2.384260 -4.313235 0.0 0.0 0.0 0.35
H 2.023715 2.048144 -4.313798 0.0 0.0 0.0 0.07
H 3.145203 0.793761 -4.851199 0.0 0.0 0.0 0.36
```
Forces are in eV/Å.

---

No. 2
Entry from the OMol25 dataset: a structure of composition C40H37BrIMoN2O2PS2 (wB97M-V/def2-TZVPD).

Results
Energy above the lowest of the compared OMol25 structures with the same formula, charge and spin   5.2 kcal/mol
E_HOMO   -0.6910 hartree
Spin multiplicity   1
Total energy   -160078.235 eV
Total charge   +4

```
87
Properties=species:S:1:pos:R:3:forces:R:3:mulliken_charge:R:1
Mo 0.040180 -0.571547 -0.315629 -0.3 -0.2 0.0 0.38
O -0.194427 1.202098 0.019035 0.1 0.2 0.0 0.92
P -0.382520 2.765487 0.487433 -0.1 -0.1 0.0 1.46
C -2.106794 2.975847 0.768838 0.0 0.0 0.0 0.33
C -2.599557 3.027461 2.078008 0.0 0.0 0.0 -0.49
C -3.966604 3.123922 2.286821 0.0 0.0 0.0 -0.81
C -4.833990 3.159858 1.202045 0.0 0.0 0.0 -0.59
C -4.346687 3.092094 -0.101359 0.0 0.0 0.0 -0.96
C -2.985645 2.999490 -0.324597 0.0 0.0 0.0 -0.42
C 0.607071 2.924241 1.945377 0.0 0.0 -0.1 0.54
C 1.391147 1.885657 2.446705 0.0 0.0 0.0 0.00
C 2.202632 2.107648 3.546737 0.0 0.0 0.0 -0.83
C 2.233454 3.362930 4.142533 0.0 0.0 0.0 -0.61
C 1.458510 4.401757 3.641221 0.0 0.0 0.0 -0.84
C 0.648531 4.190898 2.538310 0.0 0.0 0.0 -0.25
C 0.245647 3.722629 -0.856291 -0.1 0.1 0.0 0.71
C 1.564444 3.488653 -1.275566 0.0 0.0 0.1 -1.19
C 2.126128 4.304451 -2.238478 0.0 0.0 0.0 -0.62
C 1.389405 5.363601 -2.770129 0.0 0.0 0.0 -0.65
C 0.096658 5.612022 -2.335534 0.0 0.0 0.0 -0.81
C -0.483800 4.795874 -1.373307 0.1 0.0 0.0 -0.49
H -1.923958 3.014445 2.923954 0.0 0.0 0.0 0.42
H -4.354089 3.190988 3.294339 0.0 0.0 0.0 0.50
H -5.898858 3.255028 1.370407 0.0 0.0 0.0 0.49
H -5.030788 3.131866 -0.938281 0.0 0.0 0.0 0.50
H -2.608542 2.960888 -1.339877 0.0 0.0 0.0 0.59
H 1.389157 0.905616 1.978032 0.0 0.0 0.0 0.01
H 2.820734 1.311171 3.938006 0.0 0.0 0.0 0.48
H 2.871321 3.535201 4.999247 0.0 0.0 0.0 0.46
H 1.491034 5.377995 4.105322 0.0 0.0 0.0 0.46
H 0.058336 5.010758 2.143279 0.0 0.0 0.0 0.51
H 2.161016 2.708532 -0.811225 0.0 0.0 0.0 0.61
H 3.151443 4.150335 -2.548767 0.0 0.0 0.0 0.55
H 1.840198 6.012585 -3.509435 0.0 0.0 0.0 0.48
H -0.459348 6.449765 -2.733823 0.0 0.0 0.0 0.48
H -1.484464 5.011335 -1.024139 0.0 0.0 0.0 0.55
Br -1.089154 -1.114477 -2.475970 0.0 0.0 0.1 0.21
C -2.807417 -1.960495 -2.092800 0.0 0.1 0.1 1.12
C -3.331303 -2.669456 -3.156997 0.0 0.0 0.0 -0.83
C -4.561988 -3.289847 -2.985156 -0.1 0.0 0.1 -0.68
C -5.230896 -3.193588 -1.772035 0.0 0.0 -0.1 -0.74
C -4.681885 -2.479246 -0.715336 0.1 0.0 0.0 -0.52
C -3.453056 -1.849653 -0.872284 0.0 0.0 -0.1 -0.05
I -2.725880 -0.729985 0.737171 0.1 -0.1 0.0 0.35
H -2.805521 -2.745109 -4.099698 0.0 0.0 0.0 0.45
H -4.991460 -3.848934 -3.805316 0.0 0.0 0.0 0.44
H -6.191167 -3.674129 -1.641672 0.0 0.0 0.0 0.44
H -5.216191 -2.406715 0.222889 0.0 0.0 0.0 0.49
S 2.209637 -0.374528 -1.142453 0.0 0.0 -0.1 -0.21
C 2.257379 -0.280423 -2.917562 0.0 0.0 0.0 0.49
N 1.686230 0.731694 -3.546919 0.0 0.0 0.0 0.33
C 1.860326 0.953321 -5.001441 0.0 0.0 0.0 -0.61
C 3.179514 0.343661 -5.444007 0.0 0.0 0.0 -0.62
C 3.252272 -1.107837 -5.008091 0.0 0.0 0.0 -0.62
N 2.934031 -1.197369 -3.564762 0.0 0.0 0.0 -0.10
H 1.346934 1.496676 -2.978750 0.0 0.0 0.0 -0.19
H 1.835764 2.027555 -5.169769 0.0 0.0 0.0 0.37
H 1.016117 0.507272 -5.529196 0.0 0.0 0.0 0.28
H 4.013039 0.905795 -5.019664 0.0 0.0 0.0 0.31
H 3.264142 0.400100 -6.527792 0.0 0.0 0.0 0.38
H 4.250105 -1.518345 -5.145774 0.0 0.0 0.0 0.39
H 2.546710 -1.731858 -5.557829 0.0 0.0 0.0 0.32
H 3.341333 -1.947542 -3.024420 0.0 0.0 0.0 0.26
O 0.308683 -2.281597 0.328881 0.0 0.1 0.1 -0.16
S 0.186732 -3.720793 1.102533 0.0 0.0 0.0 0.00
C -0.566808 -3.324098 2.622940 0.0 0.0 0.0 1.01
C -1.756857 -4.017842 2.840521 0.0 0.0 0.0 -0.45
C -2.422963 -3.839848 4.045279 0.0 0.0 0.0 -0.78
C -1.907678 -2.969484 4.993228 0.0 0.0 0.0 -0.55
C -0.722177 -2.270173 4.755132 0.0 0.0 0.0 -0.84
C -0.034157 -2.449491 3.571558 0.0 0.0 0.1 -0.03
C 1.843919 -4.185321 1.339449 0.0 0.0 0.0 0.92
C 2.825057 -3.388762 1.935000 0.0 0.0 0.0 0.10
C 4.074361 -3.936701 2.136998 0.0 0.0 0.0 -0.87
C 4.331588 -5.259487 1.768188 0.0 0.0 0.0 -0.50
C 3.351704 -6.036931 1.171404 0.0 0.0 0.0 -0.74
C 2.093766 -5.499101 0.938055 0.0 0.0 0.0 -0.55
H -2.141107 -4.705115 2.096041 0.0 0.0 0.0 0.47
H -3.332131 -4.390279 4.244834 0.0 0.0 0.0 0.47
H -2.421247 -2.839991 5.936861 0.0 0.0 0.0 0.48
H -0.325074 -1.609950 5.514157 0.0 0.0 0.0 0.50
H 0.904025 -1.936845 3.408321 0.0 0.0 0.0 0.14
H 2.628391 -2.365861 2.224839 0.0 0.0 0.0 0.22
H 4.855586 -3.344605 2.593756 0.0 0.0 0.0 0.46
H 5.311759 -5.680373 1.949934 0.0 0.0 0.0 0.46
H 3.560292 -7.058991 0.886919 0.0 0.0 0.0 0.44
H 1.319749 -6.096479 0.471596 0.0 0.0 0.0 0.46
```
Forces are in eV/Å.

---

| no. | orbital gap (hartree) |
| --- | --- |
| 1 | 0.273 |
| 2 | 0.248 |